A molecular structure, C33H27CoN2O5. Source: the Open Molecules 2025 dataset; level of theory: ωB97M-V/def2-TZVPD.

Properties
2S+1 = 5
M = 590.52 g/mol
Charge = 0
DFT total energy = -85501.393 eV
LUMO (spin up / spin down) = 0.134 / -1.435 eV

Element x y z (Å)
Co  -1.38421  -0.71650  -0.68885
O  -3.60944  -0.83726  -0.67052
O  -4.47830  -2.67533  -1.44203
O  -1.20345  0.79937  -1.55604
O  -2.34916  -2.28535  -1.64444
O  -1.25963  -1.42644  0.93919
N  -3.53349  -1.95087  -1.25928
N  0.76605  -1.12581  -1.13057
C  1.44778  -1.76928  3.42536
C  0.74862  0.11032  2.11256
C  -2.52234  -3.43554  4.37666
C  -0.84738  4.05040  -5.06551
C  0.75009  0.60950  -2.85930
C  1.47260  -0.23307  -1.84907
C  1.39845  -1.91471  -0.24583
C  -2.52751  -4.80874  4.16818
C  0.14041  3.85004  0.82678
C  -2.18709  3.83593  -5.35282
C  0.38146  2.54066  -1.18870
C  0.64337  -1.24164  2.42054
C  1.44224  4.31297  0.69626
C  0.58094  -2.89297  0.53499
C  2.44921  0.38841  3.78683
C  -1.77066  -2.61340  3.55610
C  -0.94138  2.40394  -3.30998
C  2.34708  -0.95913  4.10281
C  2.84163  -0.09896  -1.67399
C  -2.90559  2.90868  -4.61467
C  -1.77574  -5.34530  3.13726
C  -1.01178  -3.14693  2.51663
C  -0.28125  -2.15565  1.60678
C  3.49597  -0.88709  -0.74356
C  -0.22774  3.34119  -4.04826
C  -2.28573  2.19512  -3.59864
C  -1.02334  -4.51866  2.31102
C  2.76423  -1.81149  -0.02457
C  1.68008  3.01828  -1.31753
C  1.64656  0.92179  2.78986
C  -0.26417  1.58712  -2.19531
C  2.20776  3.89720  -0.38153
C  -0.38455  2.97269  -0.10868
H  2.96391  -1.38164  4.88619
H  0.14275  -0.02882  -3.50341
H  -2.84179  1.47439  -3.01632
H  -3.12324  -5.45432  4.80046
H  3.22200  4.25847  -0.49802
H  -0.28263  4.77970  -5.63263
H  -1.77218  -6.41442  2.96622
H  4.56205  -0.78416  -0.58950
H  -0.47248  4.17914  1.65647
H  -1.77145  -1.54075  3.70807
H  -3.95334  2.73592  -4.82493
H  1.71600  1.97262  2.53472
H  1.85522  4.99560  1.42783
H  0.11855  0.53815  1.34256
H  -0.45478  -4.96712  1.50658
H  1.36362  -2.81991  3.67832
H  0.81482  3.53469  -3.82489
H  -2.66988  4.39075  -6.14714
H  -3.10609  -3.00424  5.17999
H  1.45973  1.15325  -3.47905
H  3.24365  -2.44833  0.70591
H  2.29891  2.71621  -2.15222
H  -0.12053  -3.40279  -0.12929
H  1.23343  -3.61597  1.02106
H  -1.39931  2.60959  -0.00732
H  3.14568  1.02026  4.32325
H  3.39682  0.61019  -2.27108

Atom charges from the natural (NBO) analysis, given in e for atoms 1 to 5: Co 1.793; O -0.526; O -0.358; O -0.818; O -0.582

C8H8Se in the gas phase. Source: the Open Molecules 2025 dataset; level of theory: ωB97M-V/def2-TZVPD.

Properties
M = 183.11 g/mol
Charge = 0
DFT total energy = -73768.391 eV
LUMO (spin up / spin down) = -0.283 / -0.431 eV

Element x y z (Å)
Se  -2.42355  0.36069  -0.07957
C  -2.68677  -1.43397  0.06485
C  -0.55269  0.57484  0.13460
C  1.69076  -0.13217  -0.35901
C  -0.09034  1.88529  0.25926
C  1.23935  2.18259  0.08481
C  0.01901  -1.85790  -0.02758
C  2.12975  1.15904  -0.25220
C  0.35035  -0.50231  -0.07255
H  -3.46767  -1.83938  -0.55578
H  0.58448  -2.55767  -0.61719
H  -0.80507  2.67204  0.45472
H  -0.58228  -2.27559  0.74885
H  1.58655  3.20119  0.16729
H  -2.55946  -1.89575  1.02787
H  2.39427  -0.92864  -0.56034
H  3.17330  1.38769  -0.41803

Atom charges from the natural (NBO) analysis, given in e for atoms 1 to 5: Se 0.484; C -0.674; C -0.181; C -0.168; C -0.237

A molecular structure, C24H18BrF2N6O2Rh. Source: the Open Molecules 2025 dataset; level of theory: ωB97M-V/def2-TZVPD.

Properties
2S+1 = 5
M = 643.25 g/mol
Charge = 0
DFT total energy = -116698.904 eV
LUMO (spin up / spin down) = -0.418 / -1.821 eV

Element x y z (Å)
Rh  0.58116  1.08269  -2.29351
Br  0.33398  -1.18379  8.71334
F  2.33339  1.10126  -4.40470
F  3.03466  2.42213  -2.79570
O  -0.12067  2.42222  -0.57521
O  2.16625  0.44107  -0.94881
N  -0.17671  -0.72285  -1.52615
N  0.83229  -3.98404  3.38751
N  0.23602  -3.51651  2.33694
N  1.95077  2.91326  0.23288
N  0.12984  4.25191  0.70414
N  -4.97477  2.97752  -6.80820
C  0.46759  -2.05068  7.03911
C  -4.11454  2.66973  -6.10995
C  0.51443  -1.17862  -0.44421
C  1.93000  2.03065  -3.48228
C  0.01782  -2.21831  0.35012
C  -3.03254  2.28588  -5.23150
C  -1.94343  1.57649  -5.73084
C  -2.02411  2.28015  -3.04623
C  0.64223  3.15838  0.08994
C  -1.86037  -2.35589  -1.14143
C  -1.19280  -2.81063  -0.03039
C  2.51570  -1.02311  0.89961
C  1.12217  -3.27405  6.95295
C  -0.90182  1.22925  -4.88520
C  -0.09202  -1.45639  5.91720
C  -1.32084  -1.29338  -1.86747
C  2.03920  -2.02937  1.72042
C  -0.91699  1.57908  -3.53054
C  -3.07364  2.63290  -3.88400
C  -0.00077  -2.09190  4.69245
C  0.67176  -3.32063  4.57882
C  1.77221  -0.53585  -0.18180
C  1.22639  -3.90233  5.72888
C  0.77355  -2.62445  1.51365
H  3.48450  -0.57477  1.08376
H  1.54744  2.89707  -4.02078
H  1.74059  -4.85029  5.62987
H  0.67842  4.83943  1.30298
H  -0.44281  -1.64455  3.81152
H  -0.59720  -0.50401  6.00421
H  -2.06744  2.55420  -1.99935
H  -0.85654  4.41659  0.62561
H  -3.92781  3.17624  -3.49943
H  1.54194  -3.72670  7.84082
H  -0.06287  0.67857  -5.29423
H  2.33044  2.07791  -0.22222
H  -1.58043  -3.63175  0.55939
H  -1.91805  1.30461  -6.77823
H  -2.79451  -2.79702  -1.45995
H  2.56677  3.57856  0.66177
H  2.63306  -2.38470  2.55312
H  -1.82087  -0.89117  -2.73869

Atom charges from the natural (NBO) analysis, given in e for atoms 1 to 5: Rh 1.077; Br 0.060; F -0.356; F -0.351; O -0.725